1.
Below is the molecule C11H15NO, with properties calculated with ωB97M-V with the def2-TZVPD basis set.

Geometry (Å):
C1 3.5639 -1.3657 1.4378
O1 2.6982 -1.4198 0.3395
C2 1.6257 -0.5282 0.3938
C3 1.4868 0.4939 1.3103
C4 0.3594 1.3564 1.3437
C5 -0.5521 1.1609 0.3784
C6 -0.4994 0.0823 -0.4998
C7 0.5771 -0.8561 -0.5952
C8 0.6345 -1.9825 -1.5803
C9 -1.6010 0.2950 -1.5640
C10 -2.6691 1.1297 -0.7921
N1 -3.7314 0.3489 -0.1393
C11 -1.8292 1.9861 0.1880
H1 4.1307 -2.3814 1.4440
H2 4.2069 -0.4769 1.2245
H3 3.1161 -1.3745 2.3771
H4 2.5058 0.7147 1.8692
H5 0.1642 2.1110 2.0839
H6 1.5975 -2.0482 -2.1563
H7 -0.3208 -1.9634 -2.1810
H8 0.6123 -2.9484 -1.0760
H9 -2.1097 -0.5100 -2.0963
H10 -1.1300 0.9618 -2.3272
H11 -3.2925 1.6842 -1.4925
H12 -4.1887 -0.3103 -0.8452
H13 -3.3330 -0.3319 0.5281
H14 -1.5732 2.9237 -0.3241
H15 -2.4310 2.2357 1.1071

Cartesian forces (eV/Å) of the 3 atoms listed first:
2.80 -1.48 -2.03
-1.59 0.57 0.23
-1.54 -1.95 -1.97

Summary:
* E_LUMO: 0.9 eV
* ΔE to the lowest compared entry with this formula, charge and spin: 129.3 kJ/mol
* Kohn-Sham gap: 9.164 eV
* total charge: 0
* structure (SMILES): COc1ccc2c(c1C)C[C@@H](N)C2


2.
Below is a cluster of 2 separate species, C11H15NO in total, with properties calculated with ωB97M-V with the def2-TZVPD basis set.

Geometry (Å):
C1 1.6002 1.1792 1.7981
C2 1.4886 1.0491 0.3239
C3 2.5199 1.2379 -0.5524
N1 2.0291 1.1439 -1.8562
C4 0.7173 0.7670 -1.7808
C5 -0.1376 0.2447 -2.7628
C6 -1.4561 0.0898 -2.4223
C7 -1.9524 0.4198 -1.1341
C8 -1.0843 0.8070 -0.1484
C9 0.2897 0.9204 -0.4505
H1 0.6241 1.2303 2.2828
H2 2.3435 1.7930 2.2977
H3 1.9267 0.1858 2.1408
H4 3.4670 1.7367 -0.4206
H5 2.5381 1.0095 -2.7129
H6 0.2578 -0.1952 -3.6702
H7 -2.2369 -0.2895 -3.0684
H8 -3.0168 0.3537 -0.9672
H9 -1.3091 1.1706 0.8480
C10 -0.4146 -1.8262 1.3214
C11 -1.3448 -1.6331 2.5469
O1 -1.8651 -2.8847 2.9818
H10 -0.4964 -0.9570 0.6453
H11 -0.9482 -2.5198 0.6673
H12 0.5947 -2.0398 1.6472
H13 -0.6329 -1.2860 3.2997
H14 -2.1525 -0.9439 2.3578
H15 -1.2504 -3.5762 2.7264

Cartesian forces (eV/Å) of the 3 atoms listed first:
-0.25 -2.05 0.97
0.61 1.99 0.13
-0.42 0.59 -0.85

Summary:
* E_LUMO: 0.9 eV
* ΔE to the lowest compared entry with this formula, charge and spin: 125.6 kJ/mol
* Kohn-Sham gap: 8.838 eV
* total charge: 0
* structure (SMILES): Cc1c[nH]c2ccccc12.CCO


3.
Below is a structure of composition C11H15NPTl, with properties calculated with ωB97M-V with the def2-TZVPD basis set.

Geometry (Å):
C1 1.1675 -1.5279 -1.6857
C2 0.2151 -2.3474 -0.9948
C3 -1.0875 -1.8855 -1.3320
C4 -0.9603 -0.7898 -2.2336
C5 0.4313 -0.5576 -2.4574
Tl1 0.6037 0.3951 0.2502
P1 2.4030 1.7252 1.2470
H1 2.2482 -1.7013 -1.7376
H2 0.4474 -3.2141 -0.4056
H3 -2.0242 -2.3558 -1.0348
H4 0.8560 0.1407 -3.1621
H5 -1.7690 -0.2816 -2.7250
H6 2.6815 2.6913 0.2000
H7 3.3716 0.7308 1.6375
H8 1.6969 2.3248 2.4023
C6 -3.9321 3.0853 4.4069
C7 -3.0729 2.3551 3.4144
C8 -3.1987 2.5892 2.0506
C9 -2.4580 1.8351 1.1284
N1 -1.6777 0.8099 1.5400
C10 -1.4515 0.6397 2.8492
C11 -2.1609 1.3783 3.8136
H9 -3.8208 4.1774 4.3914
H10 -4.9930 2.8813 4.2159
H11 -3.7255 2.7456 5.4264
H12 -3.7878 3.4283 1.7034
H13 -2.4563 2.1166 0.0694
H14 -0.6558 -0.0497 3.1826
H15 -1.9302 1.2604 4.8662

Cartesian forces (eV/Å) of the 3 atoms listed first:
-0.53 0.08 -0.45
-0.11 1.07 -0.73
0.51 0.30 -0.50

Summary:
* E_LUMO: -0.3 eV
* ΔE to the lowest compared entry with this formula, charge and spin: 211.9 kJ/mol
* Kohn-Sham gap: 5.962 eV
* total charge: 0


4.
Below is the molecule C11H15O2P, with properties calculated with ωB97M-V with the def2-TZVPD basis set.

Geometry (Å):
C1 0.4736 0.9917 -1.2783
C2 0.8236 -1.6653 -0.2537
C3 -2.4530 0.2810 0.9068
C4 1.1173 0.1039 -1.9656
C5 -1.7490 0.7771 -0.0294
C6 0.2344 -0.7570 0.5392
C7 1.2327 -1.3698 -1.6484
C8 -0.2103 0.6354 0.0096
C9 1.8955 0.4652 -3.2604
C10 -2.3720 1.4400 -1.2260
C11 0.4484 -0.2694 4.4378
O1 -0.1864 -2.6432 2.6005
O2 0.4552 -0.1169 3.0766
P1 -0.3764 -1.2923 2.1463
H1 0.3086 2.0512 -1.5777
H2 1.0631 -2.6533 0.0237
H3 -3.4311 0.1682 1.1745
H4 2.2811 -1.6436 -1.6496
H5 0.5768 -1.8297 -2.3536
H6 0.0924 1.2712 0.8576
H7 1.6609 1.5544 -3.5913
H8 1.7897 -0.3704 -3.9332
H9 3.0011 0.6962 -3.1512
H10 -3.4625 1.4213 -1.0982
H11 -2.2778 1.0079 -2.1558
H12 -2.0438 2.4245 -1.1590
H13 -0.3222 0.5010 4.7897
H14 1.3840 0.0811 4.8334
H15 0.0464 -1.2605 4.9359

Cartesian forces (eV/Å) of the 3 atoms listed first:
-1.59 1.62 1.59
-0.91 1.33 0.05
1.88 -1.54 1.92

Summary:
* E_LUMO (alpha / beta): -0.5 / -0.1 eV
* ΔE to the lowest compared entry with this formula, charge and spin: 572.8 kJ/mol
* Kohn-Sham gap (alpha / beta): 7.897 / 7.957 eV
* total charge: 0


5.
Below is a structure of composition C11H16B2N2O6S, with properties calculated with ωB97M-V with the def2-TZVPD basis set.

Geometry (Å):
C1 0.3941 -0.6266 -0.2660
O1 0.8724 -0.7667 -1.6080
B1 -0.0933 -0.9646 -2.5755
O2 0.1002 -1.8754 -3.5598
C2 -1.4002 -0.0760 -2.5803
C3 -2.6256 -0.6480 -2.3903
C4 -3.7850 0.1817 -2.4000
N1 -5.0542 -0.1742 -2.2132
S1 -5.9205 1.1778 -2.3393
N2 -4.7638 2.2468 -2.6288
C5 -3.6120 1.5660 -2.6393
C6 -2.3321 2.1468 -2.8286
C7 -1.2238 1.3434 -2.7855
B2 0.2262 1.9491 -2.9248
C8 0.7076 2.9253 -1.7838
O3 1.0449 1.6258 -3.9881
H1 -0.1329 0.3122 -0.1013
H2 -0.2671 -1.4525 -0.0227
H3 1.2537 -0.6329 0.3929
H4 0.9870 -2.2498 -3.4927
H5 -2.7203 -1.7105 -2.2190
H6 -2.2544 3.2114 -2.9934
H7 -0.0079 3.7477 -1.7349
H8 1.7288 3.2740 -1.9083
H9 0.6432 2.4235 -0.8176
H10 1.8528 1.2155 -3.6623
C9 0.3899 -2.6901 5.5261
O4 0.9118 -1.8281 4.5123
C10 2.1968 -1.5139 4.6710
O5 2.9107 -1.8876 5.5625
O6 2.5537 -0.7123 3.6674
C11 3.9192 -0.2923 3.7095
H11 -0.6528 -2.8624 5.2763
H12 0.9218 -3.6394 5.5341
H13 0.4541 -2.2160 6.5034
H14 4.5870 -1.1491 3.6465
H15 4.1191 0.2745 4.6166
H16 4.0707 0.3471 2.8446

Cartesian forces (eV/Å) of the 3 atoms listed first:
0.24 0.27 0.00
-0.06 -0.22 -0.07
-0.38 0.45 0.04

Summary:
* E_LUMO: -0.4 eV
* Kohn-Sham gap: 8.521 eV
* total charge: 0


6.
Below is the molecule C11H16BNO4, with properties calculated with ωB97M-V with the def2-TZVPD basis set.

Geometry (Å):
N1 1.0056 -2.7241 -1.4820
C1 0.9418 -3.4715 -0.2289
C2 0.7396 -2.5342 0.9372
O1 1.8054 -1.5952 0.9672
B1 1.1189 -0.3958 0.7416
O2 1.8398 0.7714 0.4065
C3 -0.4691 -0.5123 0.6687
C4 -1.5923 0.3031 0.4874
O3 -1.5520 1.6284 0.0777
C5 -0.2646 2.1542 -0.0530
C6 -0.2188 3.4656 -0.8092
C7 1.1858 3.9906 -1.1343
O4 2.0573 2.9718 -1.6298
C8 -2.8428 -0.2987 0.6676
C9 -2.9537 -1.6180 1.0081
C10 -1.8217 -2.4287 1.0978
C11 -0.5656 -1.8642 0.9152
H1 0.1279 -2.3333 -1.7291
H2 1.5732 -1.9162 -1.2400
H3 0.1475 -4.2695 -0.3019
H4 1.9408 -4.0025 -0.1009
H5 0.8575 -3.1124 1.8743
H6 2.7468 0.4404 0.6141
H7 0.2862 1.3525 -0.5883
H8 0.1807 2.2236 0.9604
H9 -0.7546 3.3255 -1.7739
H10 -0.8053 4.2268 -0.3108
H11 1.1858 4.7697 -1.9171
H12 1.6293 4.4393 -0.2214
H13 2.0236 2.1868 -1.0203
H14 -3.7216 0.3139 0.5494
H15 -3.9328 -2.0304 1.2155
H16 -1.8983 -3.4565 1.3523

Cartesian forces (eV/Å) of the 3 atoms listed first:
1.10 -0.17 0.41
0.58 -1.40 -0.86
0.47 -2.87 2.03

Summary:
* E_LUMO: 0.4 eV
* ΔE to the lowest compared entry with this formula, charge and spin: 0.0 kJ/mol
* Kohn-Sham gap: 9.218 eV
* total charge: 0
* structure (SMILES): NC[C@H]1OB(O)c2c(OCCCO)cccc21


7.
Below is a structure of composition C11H16Cl3NO2Ru, with properties calculated with ωB97M-V with the def2-TZVPD basis set.

Geometry (Å):
C1 -0.9415 -0.8290 -0.5201
C2 -0.1218 -0.4057 -1.5716
C3 0.3335 0.8968 -1.3112
C4 0.1204 -1.1315 -2.8329
C5 -0.2522 1.3438 -0.1047
C6 -1.0530 0.2484 0.4342
C7 -2.2313 0.4759 1.3166
C8 -1.6557 -2.1102 -0.5144
C9 1.2387 1.6857 -2.1821
C10 -0.3694 2.7625 0.3395
Ru1 0.9521 -0.2312 1.2814
Cl1 2.2666 -1.7395 -0.0367
Cl2 0.1127 -2.5665 1.8083
Cl3 2.4569 1.4565 1.0567
H1 0.0258 -2.2094 -2.6928
H2 1.1081 -0.9325 -3.2519
H3 -0.6198 -0.8554 -3.5903
H4 2.1184 1.0861 -2.4666
H5 1.5930 2.5963 -1.6828
H6 0.7417 1.9888 -3.1164
H7 0.5341 3.3754 0.1699
H8 -0.6433 2.8012 1.3977
H9 -1.1891 3.2326 -0.2279
H10 -2.0066 1.2443 2.0551
H11 -2.5184 -0.4298 1.8553
H12 -3.0521 0.8126 0.6629
H13 -1.0102 -2.9491 -0.7453
H14 -2.4540 -2.1205 -1.2421
H15 -2.1037 -2.3105 0.4466
O1 -0.2624 -0.6877 2.8359
H16 -0.8957 -1.3791 3.2648
O2 4.3059 -1.3714 3.5340
C11 3.2609 -1.0463 3.0488
N1 2.2113 -0.7016 2.5820

Cartesian forces (eV/Å) of the 3 atoms listed first:
0.16 0.91 -0.56
-0.39 0.45 0.28
-0.53 0.20 0.12

Summary:
* E_LUMO (alpha / beta): 5.6 / 5.6 eV
* ΔE to the lowest compared entry with this formula, charge and spin: 253.9 kJ/mol
* Kohn-Sham gap (alpha / beta): 5.662 / 5.740 eV
* <S²>: 6.032
* total charge: -2
* 2S+1: 5


8.
Below is a structure of composition C11H16Cl3NOReSe, with properties calculated with ωB97M-V with the def2-TZVPD basis set.

Geometry (Å):
C1 -0.7815 0.9276 -0.7369
C2 -1.0442 -0.5298 -0.7730
C3 0.2732 -1.1814 -0.7318
C4 -2.2701 -1.1075 -1.3522
C5 1.2719 -0.0897 -0.6295
C6 0.5998 1.1377 -0.6638
C7 1.2850 2.4659 -0.8250
C8 -1.8082 1.9667 -0.9543
C9 0.5798 -2.5214 -1.2702
C10 2.7398 -0.2629 -0.6839
Re1 -0.6686 -1.3332 1.1883
Cl1 -1.5721 -3.2510 1.4078
Cl2 -2.3632 0.2708 1.7617
Cl3 1.5639 -1.7849 1.7905
H1 -3.1715 -0.5673 -1.0035
H2 -2.3851 -2.1740 -1.1058
H3 -2.2213 -1.0205 -2.4546
H4 -0.2235 -3.2476 -1.0733
H5 1.5251 -2.9167 -0.8503
H6 0.6973 -2.4370 -2.3655
H7 3.0586 -1.2017 -0.2113
H8 3.2549 0.5633 -0.1626
H9 3.0950 -0.2670 -1.7292
H10 2.1875 2.5285 -0.1974
H11 0.6147 3.2924 -0.5478
H12 1.5893 2.6155 -1.8802
H13 -2.7546 1.7020 -0.4670
H14 -2.0020 2.1012 -2.0321
H15 -1.4797 2.9388 -0.5533
O1 0.9496 3.1790 2.6110
H16 0.4750 2.3390 2.4983
Se1 -0.2990 -0.7494 6.2518
C11 -0.3346 -0.6971 4.4693
N1 -0.3815 -0.6882 3.2758

Cartesian forces (eV/Å) of the 3 atoms listed first:
0.32 -0.80 -0.36
1.26 0.13 0.18
-0.64 0.92 0.20

Summary:
* E_LUMO (alpha / beta): 4.8 / 4.8 eV
* ΔE to the lowest compared entry with this formula, charge and spin: 121.3 kJ/mol
* Kohn-Sham gap (alpha / beta): 4.499 / 4.485 eV
* <S²>: 3.806
* total charge: -2
* 2S+1: 4


The records above give, respectively, F_max values of 3.76; 2.43; 5.03; 5.40; 1.05; 3.56; 5.50; 7.21 eV Å⁻¹.
The records above give, respectively, calculated total energy values of -15186.582; -15186.620; -27117.631; -25029.314; -39123.308; -22024.599; -57399.141; -120247.636 eV.